No. 1
Entry from OMol25: a structure of composition C35H58O37S4Zn (ωB97M-V/def2-TZVPD).

CARTESIAN COORDINATES (ANGSTROEM)
Zn  8.67  -20.18  -9.16
C  8.37  -23.93  -10.18
C  8.52  -22.44  -9.89
O  7.58  -21.84  -9.37
O  9.64  -21.96  -10.18
H  8.62  -24.47  -9.23
H  9.10  -24.25  -10.88
H  7.32  -24.20  -10.46
C  9.49  -18.00  -10.99
O  8.60  -18.50  -10.10
H  10.51  -18.46  -11.19
H  9.12  -18.01  -12.02
H  9.79  -16.92  -10.81
C  12.85  -23.46  -10.79
C  14.29  -23.43  -10.31
O  14.19  -24.39  -9.19
S  13.20  -25.58  -9.58
O  12.22  -25.65  -8.56
O  13.92  -26.68  -10.16
O  12.55  -24.88  -10.85
H  12.60  -23.18  -11.81
H  12.07  -22.97  -10.12
H  14.53  -22.44  -9.90
H  15.05  -23.86  -10.96
C  4.95  -21.79  -12.04
C  3.76  -22.09  -12.95
O  3.16  -23.22  -12.23
S  4.25  -24.10  -11.55
O  4.29  -25.35  -12.24
O  4.13  -24.10  -10.14
O  5.47  -23.14  -11.87
H  4.69  -21.34  -11.03
H  5.64  -21.06  -12.50
H  4.07  -22.30  -13.96
H  3.09  -21.25  -12.93
C  3.23  -15.84  -15.12
C  2.03  -15.76  -14.25
O  2.18  -16.76  -13.26
S  2.81  -17.99  -13.86
O  1.76  -18.83  -14.46
O  3.76  -18.55  -12.89
O  3.60  -17.29  -14.96
H  4.07  -15.32  -14.65
H  2.96  -15.66  -16.15
H  1.09  -15.82  -14.83
H  1.96  -14.85  -13.65
C  11.80  -17.34  -7.75
C  10.42  -16.76  -8.07
O  10.63  -15.31  -8.20
S  12.18  -15.09  -8.61
O  12.57  -13.79  -8.18
O  12.38  -15.55  -9.99
O  12.75  -16.28  -7.81
H  12.09  -17.94  -8.56
H  11.93  -17.82  -6.83
H  9.71  -16.87  -7.24
H  9.89  -17.26  -8.89
C  5.93  -25.36  -7.01
C  6.18  -23.84  -7.24
C  5.07  -22.96  -6.68
O  5.75  -21.92  -6.03
C  7.06  -22.20  -5.91
O  7.96  -21.47  -5.60
O  7.29  -23.40  -6.47
H  6.88  -25.86  -6.87
H  5.26  -25.81  -7.80
H  5.33  -25.45  -6.10
H  6.31  -23.50  -8.32
H  4.44  -23.42  -5.96
H  4.45  -22.55  -7.50
C  10.70  -22.55  -4.29
C  11.62  -21.70  -5.20
C  12.19  -22.42  -6.44
O  11.38  -21.95  -7.52
C  10.80  -20.81  -7.05
O  10.22  -20.03  -7.79
O  10.86  -20.62  -5.78
H  10.19  -21.93  -3.61
H  11.28  -23.30  -3.81
H  10.03  -23.12  -4.90
H  12.35  -21.27  -4.56
H  12.13  -23.49  -6.41
H  13.28  -22.16  -6.66
C  9.10  -17.38  -3.67
C  8.15  -18.36  -4.37
C  6.68  -17.96  -4.48
O  6.29  -18.39  -5.82
C  7.42  -18.65  -6.48
O  7.41  -19.08  -7.61
O  8.48  -18.40  -5.78
H  8.76  -17.30  -2.63
H  9.05  -16.34  -4.06
H  10.08  -17.76  -3.67
H  8.23  -19.34  -3.98
H  6.63  -16.81  -4.47
H  6.10  -18.43  -3.71
C  10.94  -25.15  -16.37
C  11.63  -25.29  -14.93
C  13.13  -25.84  -14.91
O  13.94  -24.70  -14.51
C  13.13  -23.65  -14.23
O  13.49  -22.53  -14.08
O  11.80  -24.01  -14.26
H  11.13  -26.00  -17.03
H  11.27  -24.28  -16.87
H  9.89  -25.02  -16.11
H  11.07  -25.98  -14.23
H  13.48  -26.13  -15.86
H  13.26  -26.55  -14.13
C  13.64  -19.55  -12.47
C  14.47  -19.33  -11.26
C  14.06  -18.07  -10.54
O  14.28  -18.52  -9.23
C  14.35  -19.83  -9.07
O  14.51  -20.40  -8.04
O  14.27  -20.38  -10.29
H  13.72  -20.58  -12.74
H  13.88  -18.84  -13.30
H  12.60  -19.56  -12.23
H  15.54  -19.33  -11.52
H  13.01  -17.81  -10.72
H  14.71  -17.19  -10.76
C  4.98  -17.42  -9.78
C  6.02  -16.49  -10.42
C  6.08  -16.71  -11.91
O  5.31  -15.65  -12.53
C  5.17  -14.71  -11.57
O  4.63  -13.67  -11.85
O  5.63  -15.12  -10.40
H  5.32  -18.46  -9.97
H  4.04  -17.20  -10.31
H  4.83  -17.27  -8.72
H  6.97  -16.61  -9.97
H  5.57  -17.57  -12.24
H  7.11  -16.58  -12.29

Output
energy relative to the best compared isomer or geometry (same formula, charge and spin) = 72.8 kJ/mol
HOMO level = -0.320 Ha


No. 2
Entry from OMol25: a cluster of 2 separate species, C5H11NO in total (ωB97M-V/def2-TZVPD).

CARTESIAN COORDINATES (ANGSTROEM)
C  -0.54  0.50  -1.41
C  -1.41  -0.17  -0.59
N  -1.57  -1.54  -0.62
O  -1.93  0.43  0.45
H  -0.04  -0.01  -2.23
H  -0.62  1.57  -1.47
H  -2.32  -1.89  -0.05
H  -1.48  -1.99  -1.52
H  -1.02  0.88  1.01
C  0.38  1.14  1.44
C  1.09  0.70  0.33
C  1.68  -0.68  0.26
H  0.38  0.51  2.32
H  0.35  2.21  1.64
H  1.53  1.44  -0.34
H  2.62  -0.70  0.82
H  1.89  -0.98  -0.76
H  1.01  -1.42  0.70

Output
energy relative to the best compared isomer or geometry (same formula, charge and spin) = 268.7 kJ/mol
SMILES = C=C(N)O.C=CC
HOMO level = -0.290 Ha